Record 1
{
  "formula": "C46H61MoN5O4SSe",
  "method": "ωB97M-V with the def2-TZVPD basis set",
  "elements": ["Mo", "O", "C", "C", "C", "C", "C", "C", "C", "O", "N", "N", "C", "C", "C", "C", "C", "C", "N", "H", "H", "H", "H", "H", "H", "H", "H", "H", "H", "C", "C", "C", "C", "C", "C", "C", "Se", "C", "C", "C", "C", "C", "C", "O", "C", "C", "C", "C", "C", "C", "C", "C", "C", "O", "C", "C", "C", "C", "C", "C", "H", "H", "H", "H", "H", "H", "H", "H", "H", "H", "H", "H", "H", "H", "H", "H", "H", "H", "H", "H", "H", "H", "H", "H", "H", "H", "H", "H", "H", "H", "H", "H", "H", "H", "H", "H", "H", "H", "H", "H", "S", "C", "N", "C", "C", "C", "N", "H", "H", "H", "H", "H", "H", "H", "H", "C", "H", "H", "H"],
  "positions_angstrom": [[-1.7989, -0.1355, -0.5132], [-6.2842, -1.9678, -2.7978], [-5.6815, -1.3182, -3.8041], [-6.1767, -1.5211, -5.0931], [-5.6126, -0.8778, -6.1749], [-4.5330, -0.0154, -6.0016], [-4.0304, 0.1878, -4.7336], [-4.5871, -0.4523, -3.6244], [-3.9711, -0.2226, -2.3077], [-2.9792, 0.5904, -2.1894], [-4.4683, -0.8535, -1.2536], [-3.7299, -0.4148, -0.1667], [-4.3283, 0.3008, 0.7600], [-3.5829, 1.4569, 1.1610], [-3.9561, 2.3083, 2.2016], [-3.2559, 3.4779, 2.4060], [-2.2136, 3.7911, 1.5453], [-1.8865, 2.8989, 0.5384], [-2.5331, 1.7554, 0.3374], [-5.8079, -1.7594, -1.9629], [-7.0060, -2.2059, -5.2121], [-6.0126, -1.0546, -7.1652], [-4.0859, 0.4813, -6.8526], [-3.1911, 0.8480, -4.5572], [-5.3804, 0.1746, 0.9855], [-4.7813, 2.0191, 2.8384], [-3.5064, 4.1433, 3.2213], [-1.6560, 4.7102, 1.6486], [-1.0826, 3.1252, -0.1412], [4.2237, 2.5253, 4.0336], [3.3256, 3.3822, 3.1274], [4.1615, 3.8583, 1.9354], [2.8595, 4.6285, 3.8937], [2.1262, 2.5494, 2.6855], [1.9269, 2.1495, 1.3763], [0.8423, 1.3481, 1.0670], [0.6401, 0.6526, -0.7159], [1.2524, -1.1462, -0.2695], [2.5977, -1.4536, -0.3899], [3.0377, -2.7341, -0.0961], [2.0878, -3.6389, 0.3884], [0.7393, -3.3575, 0.5308], [0.2878, -2.0834, 0.1218], [-0.9925, -1.7551, 0.0579], [-0.2497, -4.3621, 1.1210], [0.4284, -5.6709, 1.5321], [-0.8846, -3.7326, 2.3741], [-1.3549, -4.6979, 0.1044], [4.4690, -3.2010, -0.3440], [5.3474, -2.0766, -0.8992], [5.1108, -3.7207, 0.9488], [4.4343, -4.3305, -1.3879], [-0.1163, 0.8925, 2.0045], [-1.1102, 0.1425, 1.6145], [0.1098, 1.2832, 3.3614], [1.2043, 2.0937, 3.6283], [-0.6953, 0.7947, 4.5829], [-1.1431, 2.0055, 5.4200], [-1.9513, -0.0322, 4.2896], [0.2260, -0.0982, 5.4315], [5.1340, 3.0727, 4.2902], [4.5074, 1.6033, 3.5235], [3.7123, 2.2582, 4.9595], [4.9681, 4.5018, 2.2898], [3.5499, 4.4315, 1.2364], [4.6114, 3.0170, 1.4053], [3.7208, 5.2294, 4.1934], [2.3021, 4.3673, 4.7938], [2.2162, 5.2393, 3.2576], [2.5938, 2.4360, 0.5739], [3.2716, -0.6738, -0.7192], [2.4353, -4.6299, 0.6471], [1.2224, -5.4989, 2.2610], [0.8449, -6.1902, 0.6666], [-0.3149, -6.3245, 1.9906], [-0.1233, -3.5423, 3.1340], [-1.6344, -4.4075, 2.7937], [-1.3651, -2.7870, 2.1257], [-0.9222, -5.0430, -0.8369], [-1.9746, -3.8285, -0.0999], [-1.9925, -5.4909, 0.5019], [5.4215, -1.2486, -0.1922], [4.9481, -1.7042, -1.8440], [6.3525, -2.4588, -1.0838], [5.1912, -2.9195, 1.6852], [6.1138, -4.0956, 0.7332], [4.5325, -4.5334, 1.3890], [3.9539, -3.9778, -2.3021], [3.8809, -5.1952, -1.0214], [5.4497, -4.6522, -1.6306], [1.3712, 2.3813, 4.6604], [-1.7280, 2.6947, 4.8091], [-0.2969, 2.5525, 5.8368], [-1.7672, 1.6694, 6.2510], [-2.6768, 0.5373, 3.7215], [-2.4088, -0.3201, 5.2408], [-1.7219, -0.9365, 3.7341], [1.1351, 0.4293, 5.7233], [0.5095, -0.9876, 4.8659], [-0.2967, -0.4169, 6.3366], [-0.3300, 3.3069, -2.5064], [-0.0747, 2.9295, -4.1151], [-0.6790, 3.6307, -5.0909], [-0.4351, 3.4320, -6.5101], [0.9737, 2.8872, -6.6945], [1.1220, 1.6318, -5.8487], [0.7603, 1.9401, -4.4739], [-1.3031, 4.3538, -4.7804], [-0.5480, 4.3874, -7.0219], [-1.1654, 2.7324, -6.9313], [1.6931, 3.6367, -6.3587], [1.1648, 2.6642, -7.7431], [2.1513, 1.2745, -5.8629], [0.4787, 0.8397, -6.2467], [1.1707, 1.4216, -3.7163], [-1.1843, -1.1804, -2.3941], [-0.2428, -1.7338, -2.3667], [-1.1320, -0.4859, -3.2364], [-1.9686, -1.9112, -2.6228]],
  "forces_ev_per_a": [[1.545, 1.099, -1.065], [-0.018, -0.081, 0.049], [0.134, 0.159, -0.067], [-0.084, -0.074, 0.021], [0.014, -0.026, 0.048], [0.064, 0.056, -0.049], [-0.021, -0.006, 0.033], [-0.014, -0.042, 0.025], [-0.164, 0.081, 0.283], [-0.050, -0.252, 0.018], [-0.420, -0.467, -0.198], [-1.475, 0.322, 0.833], [0.064, -0.788, -0.722], [0.486, 0.848, 0.559], [-0.180, -0.556, -0.234], [0.325, 0.259, -0.151], [-0.294, -0.007, 0.249], [0.068, 0.005, -0.193], [-0.463, 0.503, 0.674], [-0.001, 0.015, -0.033], [-0.019, 0.028, -0.011], [-0.002, 0.000, -0.006], [-0.021, 0.011, 0.000], [0.015, -0.007, -0.017], [-0.068, 0.074, -0.157], [-0.008, 0.041, 0.019], [-0.071, -0.015, -0.001], [0.047, -0.018, -0.015], [0.090, -0.071, -0.047], [-0.027, 0.087, -0.038], [0.095, 0.066, 0.006], [-0.112, -0.084, 0.077], [-0.001, -0.080, -0.048], [0.079, 0.107, -0.009], [-0.083, -0.050, -0.085], [-0.356, -0.024, -0.020], [0.954, -0.508, 0.147], [-0.322, 0.133, -0.053], [-0.014, -0.025, 0.047], [-0.009, 0.089, -0.031], [0.081, 0.019, -0.018], [-0.297, -0.033, 0.044], [0.746, 0.407, -0.324], [-0.071, -1.784, 0.644], [-0.134, -0.001, 0.021], [-0.031, 0.127, -0.060], [0.019, -0.004, -0.081], [0.047, 0.032, 0.040], [0.073, -0.033, -0.063], [-0.113, -0.110, 0.073], [-0.030, 0.049, -0.084], [0.047, 0.091, 0.066], [0.349, 0.183, 0.010], [-0.403, -0.073, -0.247], [-0.181, -0.223, -0.165], [0.037, 0.012, -0.024], [-0.007, -0.013, 0.063], [0.073, -0.077, -0.005], [0.129, -0.037, -0.060], [-0.034, 0.087, -0.015], [-0.001, -0.004, 0.047], [0.016, -0.010, 0.009], [0.003, -0.027, 0.007], [0.017, -0.004, -0.007], [0.045, 0.009, -0.049], [0.000, 0.016, -0.051], [-0.004, 0.012, 0.023], [-0.019, 0.008, 0.003], [-0.012, 0.038, 0.029], [0.057, 0.034, 0.052], [0.060, -0.057, -0.029], [-0.054, -0.013, 0.036], [0.018, -0.040, 0.007], [0.036, -0.039, 0.023], [0.006, -0.018, 0.005], [0.000, -0.015, 0.020], [0.005, -0.011, 0.019], [-0.017, -0.001, 0.045], [-0.005, -0.028, -0.005], [-0.002, -0.015, -0.053], [0.002, -0.016, 0.002], [0.021, 0.043, -0.031], [0.041, 0.058, -0.012], [0.020, 0.019, 0.005], [-0.007, -0.012, 0.032], [0.019, -0.016, 0.052], [0.001, -0.006, 0.011], [-0.005, -0.048, -0.026], [-0.016, -0.016, -0.020], [0.002, -0.024, 0.001], [0.013, -0.042, -0.018], [-0.024, 0.035, -0.009], [-0.044, 0.037, 0.009], [0.013, 0.012, 0.025], [-0.148, 0.068, -0.129], [0.033, 0.043, -0.003], [0.014, -0.040, -0.073], [0.012, -0.045, 0.025], [0.038, -0.001, 0.009], [0.023, -0.017, 0.020], [-0.234, 0.369, 0.166], [0.074, 0.024, 0.091], [0.094, -0.106, -0.191], [0.070, -0.083, -0.071], [-0.078, -0.026, 0.111], [-0.054, 0.008, -0.086], [-0.024, 0.038, -0.216], [0.010, 0.010, 0.082], [-0.038, -0.003, 0.029], [0.004, 0.035, -0.023], [0.029, 0.001, -0.050], [-0.013, -0.009, -0.006], [-0.021, -0.028, 0.009], [0.051, -0.030, 0.015], [0.008, 0.027, 0.069], [0.170, 0.253, -0.156], [-0.029, 0.046, 0.290], [-0.058, 0.104, 0.096], [-0.100, 0.073, 0.186]],
  "gap_ev": [6.2, 5.8],
  "total_charge": 0,
  "lumo_ev": [-0.9, -1.4],
  "spin_multiplicity": 3
}

***

Record 2
{
  "formula": "C46H65AsIrN3OP2S3",
  "method": "ωB97M-V with the def2-TZVPD basis set",
  "elements": ["Ir", "C", "P", "C", "N", "C", "C", "C", "C", "C", "C", "N", "C", "P", "C", "C", "C", "C", "C", "C", "C", "C", "C", "H", "H", "H", "H", "H", "H", "H", "H", "H", "H", "H", "H", "H", "H", "H", "H", "H", "H", "H", "H", "H", "H", "H", "H", "H", "H", "H", "H", "C", "C", "S", "C", "C", "S", "C", "C", "S", "H", "H", "H", "H", "H", "H", "H", "H", "H", "H", "H", "H", "C", "As", "C", "C", "H", "H", "H", "H", "H", "H", "H", "H", "H", "C", "C", "C", "C", "C", "C", "C", "C", "C", "C", "C", "C", "C", "C", "H", "H", "H", "H", "H", "H", "H", "H", "H", "H", "H", "O", "N", "C", "C", "C", "C", "C", "H", "H", "H", "H", "H"],
  "positions_angstrom": [[-0.7509, -0.4355, 0.1736], [-3.7468, 1.5135, 1.2394], [-2.4544, 1.4120, -0.0612], [-3.4944, 0.6416, -1.3606], [-4.1724, 1.3306, -2.2361], [-5.1409, 0.6916, -2.9411], [-5.8727, 1.3897, -3.9284], [-6.9132, 0.7666, -4.5528], [-7.2720, -0.5653, -4.2234], [-6.5724, -1.2656, -3.2861], [-5.4758, -0.6488, -2.6394], [-4.7150, -1.3582, -1.7708], [-3.7046, -0.7554, -1.2071], [-2.5388, -1.7854, -0.2224], [-3.5810, -2.3058, 1.1628], [-2.3142, -3.3781, -1.2038], [-3.6400, -4.1417, -1.4163], [-1.4131, -4.3621, -0.4502], [-1.7594, -3.0151, -2.5740], [-2.2469, 3.2196, -0.5553], [-1.5039, 4.0166, 0.5213], [-1.4604, 3.2908, -1.8631], [-3.6172, 3.8978, -0.7251], [-4.6992, 1.8068, 0.8006], [-3.4764, 2.2484, 1.9961], [-3.8735, 0.5483, 1.7257], [-5.6004, 2.4131, -4.1490], [-7.4862, 1.2943, -5.3033], [-8.1100, -1.0254, -4.7291], [-6.8206, -2.2862, -3.0274], [-4.4741, -2.7488, 0.7230], [-3.8909, -1.4533, 1.7582], [-3.0926, -3.0398, 1.7983], [-4.1419, -4.3959, -0.4840], [-3.3642, -5.0844, -1.8929], [-4.3378, -3.6239, -2.0611], [-1.8925, -4.7144, 0.4647], [-0.4333, -3.9714, -0.2133], [-1.2827, -5.2364, -1.0914], [-2.5129, -2.4608, -3.1374], [-1.5491, -3.9316, -3.1279], [-0.8397, -2.4380, -2.5207], [-0.5012, 3.6420, 0.7182], [-2.0690, 4.0724, 1.4529], [-1.4060, 5.0418, 0.1564], [-0.4729, 2.8462, -1.7471], [-1.3313, 4.3416, -2.1328], [-1.9841, 2.7922, -2.6795], [-4.1552, 3.9644, 0.2203], [-4.2445, 3.4186, -1.4677], [-3.4272, 4.9232, -1.0513], [5.7806, 2.2701, -0.8155], [5.7752, 0.7695, -0.5401], [4.2193, -0.0009, -0.0575], [3.8405, 0.7229, 1.5444], [3.2752, 2.1441, 1.5927], [1.8930, 2.4598, 0.4545], [2.3447, 4.0609, -0.2632], [3.7535, 4.2316, -0.8401], [4.4187, 2.8866, -1.8538], [6.7173, 2.5191, -1.3147], [5.7672, 2.8314, 0.1167], [6.5375, 0.5496, 0.2103], [6.0590, 0.2200, -1.4396], [4.7257, 0.6756, 2.1832], [3.1192, 0.0228, 1.9678], [4.0572, 2.8642, 1.3657], [2.9441, 2.3549, 2.6110], [2.1877, 4.8442, 0.4809], [1.5910, 4.2155, -1.0390], [4.4716, 4.4344, -0.0472], [3.7397, 5.1300, -1.4584], [0.6693, -0.6468, 3.8000], [-0.8221, -0.2533, 2.6263], [-0.9284, 1.6378, 3.0815], [-2.2239, -1.0086, 3.7311], [0.4046, -0.1515, 4.7352], [1.5889, -0.2127, 3.4217], [0.7982, -1.7076, 3.9702], [-1.7839, 1.8138, 3.7327], [-0.9946, 2.2638, 2.2042], [-0.0192, 1.8984, 3.6203], [-1.9890, -0.7066, 4.7514], [-2.2057, -2.0930, 3.6713], [-3.2084, -0.6271, 3.4772], [2.3586, -2.4055, -4.9408], [1.7974, -3.5299, -4.3443], [1.4832, -3.5097, -2.9990], [1.6661, -2.3542, -2.2271], [2.2337, -1.2418, -2.8323], [2.5891, -1.2745, -4.1775], [1.4514, -2.4922, -0.7684], [0.7118, -1.9307, 0.2192], [0.9592, -2.6963, 1.4965], [-0.0635, -3.3660, 2.1642], [0.1925, -4.1682, 3.2678], [1.4908, -4.3058, 3.7390], [2.5232, -3.6438, 3.0877], [2.2612, -2.8524, 1.9778], [2.6453, -2.4292, -5.9841], [1.6424, -4.4316, -4.9222], [1.0992, -4.4060, -2.5253], [2.4691, -0.3781, -2.2260], [3.0772, -0.4166, -4.6230], [2.0418, -3.3438, -0.4251], [-1.0763, -3.2798, 1.7971], [-0.6179, -4.6975, 3.7539], [1.6964, -4.9310, 4.5972], [3.5410, -3.7515, 3.4398], [3.0778, -2.3628, 1.4603], [-0.7739, 0.3290, -1.8714], [-0.1532, 0.5516, -3.0362], [0.9562, 1.3036, -3.0760], [1.4474, 1.7395, -4.2898], [0.8083, 1.3800, -5.4625], [-0.3218, 0.5795, -5.3916], [-0.7956, 0.1911, -4.1611], [1.4168, 1.5244, -2.1218], [2.3408, 2.3452, -4.2928], [1.1846, 1.7150, -6.4192], [-0.8577, 0.2755, -6.2789], [-1.7006, -0.3683, -4.0062]],
  "forces_ev_per_a": [[-0.157, 0.475, -0.018], [0.019, 0.032, 0.019], [-0.059, 0.005, -0.040], [-0.014, -0.019, 0.085], [-0.012, -0.058, -0.006], [-0.003, 0.028, -0.011], [0.009, -0.004, 0.006], [-0.007, -0.006, -0.003], [0.003, 0.003, 0.003], [0.001, 0.006, 0.002], [-0.008, -0.046, 0.010], [0.091, -0.027, -0.118], [-0.012, -0.022, -0.029], [0.014, -0.226, 0.151], [-0.099, 0.102, 0.000], [-0.064, -0.086, 0.063], [-0.033, 0.052, 0.039], [0.002, -0.041, -0.124], [-0.033, 0.101, -0.074], [-0.041, -0.021, -0.026], [0.026, -0.051, -0.030], [-0.007, 0.015, -0.004], [0.007, 0.059, 0.022], [0.001, 0.011, 0.006], [0.030, -0.002, 0.019], [-0.005, 0.045, -0.017], [-0.001, 0.002, -0.002], [0.001, 0.002, 0.001], [0.001, -0.002, 0.000], [-0.001, 0.001, -0.004], [-0.005, 0.019, 0.000], [0.016, -0.071, -0.028], [-0.019, -0.016, -0.018], [0.023, -0.031, 0.003], [-0.014, 0.005, -0.007], [-0.013, 0.055, 0.001], [0.012, -0.020, -0.039], [0.005, -0.022, -0.083], [-0.012, 0.005, -0.018], [0.034, 0.047, -0.067], [0.024, 0.003, 0.003], [0.021, 0.055, 0.006], [0.039, -0.049, 0.033], [0.037, -0.036, 0.035], [-0.005, -0.004, 0.010], [0.020, 0.044, 0.027], [-0.017, -0.004, -0.014], [0.022, -0.013, 0.004], [-0.010, -0.004, 0.004], [0.023, 0.017, 0.021], [0.002, 0.004, 0.010], [0.019, 0.015, 0.006], [0.023, -0.041, 0.013], [-0.098, -0.074, -0.090], [-0.025, 0.018, 0.022], [0.080, 0.030, 0.007], [0.141, -0.310, 0.074], [-0.135, 0.084, -0.021], [0.001, 0.022, 0.034], [-0.098, -0.017, -0.090], [0.000, 0.009, 0.009], [-0.017, -0.002, 0.003], [0.008, -0.005, -0.015], [-0.028, 0.004, -0.005], [-0.018, 0.016, 0.022], [-0.046, -0.038, 0.022], [-0.039, 0.019, -0.032], [0.007, 0.001, 0.006], [-0.027, 0.006, -0.005], [0.031, -0.025, -0.034], [-0.005, -0.008, 0.004], [-0.010, 0.010, 0.013], [0.019, -0.002, -0.049], [0.084, -0.007, -0.077], [-0.073, -0.005, 0.059], [-0.008, 0.012, 0.009], [0.008, 0.001, -0.010], [0.054, 0.008, -0.078], [0.017, -0.091, -0.014], [-0.010, 0.000, -0.007], [0.002, 0.045, -0.074], [-0.005, 0.014, -0.016], [0.025, 0.001, -0.006], [-0.015, 0.004, 0.022], [0.032, 0.007, 0.015], [-0.006, -0.006, 0.005], [0.006, 0.003, -0.006], [-0.004, 0.037, -0.002], [-0.060, 0.020, -0.019], [0.105, -0.114, 0.051], [0.010, 0.010, 0.007], [0.127, 0.138, 0.066], [-0.016, -0.317, -0.155], [-0.030, 0.153, 0.031], [0.006, 0.116, 0.171], [0.012, 0.022, -0.003], [-0.008, 0.006, 0.002], [0.010, 0.013, 0.007], [-0.037, -0.021, 0.030], [0.004, 0.000, 0.004], [-0.004, 0.003, 0.001], [-0.008, -0.005, 0.007], [0.090, -0.055, 0.060], [0.003, -0.024, 0.007], [0.017, 0.029, -0.007], [0.068, 0.047, 0.105], [-0.005, 0.001, 0.002], [0.004, 0.002, 0.001], [-0.003, 0.003, 0.002], [0.025, 0.029, -0.004], [0.075, -0.237, -0.214], [-0.164, 0.101, 0.128], [0.024, 0.092, -0.055], [0.016, 0.000, 0.119], [-0.001, 0.014, -0.034], [0.000, 0.010, -0.011], [0.066, -0.034, 0.090], [-0.023, 0.052, 0.044], [0.057, 0.045, 0.014], [-0.001, 0.003, 0.002], [0.002, -0.011, 0.004], [-0.085, -0.137, 0.030]],
  "gap_ev": 6.3,
  "total_charge": 2,
  "lumo_ev": -6.2
}

***

> Number 2 is which compound?

C46H65AsIrN3OP2S3